[1]
Entry from the OMol25 dataset: a structure of composition C13H12N3O3PdS (the ωB97M-V functional and the def2-TZVPD basis).

## Properties
LUMO energy: 2.41 eV
ΔE to the lowest compared entry with this formula, charge and spin: 0.0 kJ/mol
total charge: -1

```
33
Properties=species:S:1:pos:R:3:forces:R:3:nbo_charge:R:1
Pd -0.4968 0.1797 0.2114 -0.6 0.3 0.2 0.798
S 2.6989 -1.2426 -2.5571 -0.5 0.7 0.3 0.342
O -2.2605 0.1824 1.5374 1.9 -2.1 0.6 -0.790
O -4.1808 1.3165 1.6291 -1.0 -0.4 0.8 -0.712
O -1.1720 4.1568 0.9949 0.0 0.5 0.2 -0.702
N -0.1231 -1.7954 0.2485 1.0 -1.4 -1.5 -0.431
N 1.1229 1.6836 1.7564 0.3 0.2 0.3 -0.844
N -1.1129 2.0492 0.1006 0.9 1.0 -0.3 -0.629
C 1.6620 1.0656 -1.9729 0.7 0.3 -0.9 -0.309
C -0.8577 -2.7099 0.8849 0.0 0.3 0.3 0.064
C -0.5824 3.1134 0.7213 0.3 -0.7 -0.5 0.624
C -3.0712 1.0658 1.2048 -0.3 2.8 -2.6 0.790
C -2.5277 1.9983 -0.0082 -1.5 -0.7 1.1 -0.371
C -0.7205 -4.0610 0.6843 0.9 -0.9 -0.9 -0.297
C 0.9111 2.9473 1.0480 -0.2 0.1 0.2 -0.300
C 1.3922 -1.1610 -1.3847 1.0 2.3 -1.1 -0.351
C 0.9432 0.1615 -1.1835 -0.5 -2.0 1.0 -0.116
C 1.0158 -3.6080 -0.9117 0.3 0.8 -0.2 -0.264
C 0.2565 -4.5237 -0.2411 -1.1 0.3 1.1 -0.156
C 2.6301 0.4863 -2.7554 -0.4 -0.8 0.4 -0.378
C 0.8135 -2.2304 -0.6957 -1.8 -0.8 1.7 0.212
H 1.7608 -3.9116 -1.6342 0.0 0.0 -0.1 0.215
H 0.3848 -5.5844 -0.4131 0.0 0.0 0.0 0.209
H 1.2378 3.8280 1.6225 -0.1 -0.1 -0.2 0.176
H 3.2912 0.9526 -3.4597 0.1 0.2 -0.1 0.221
H 0.7050 1.7470 2.6814 0.2 -0.1 -0.1 0.363
H 2.1123 1.4729 1.8474 -0.2 0.0 0.1 0.354
H -2.9990 2.9855 0.0653 0.1 -0.3 -0.1 0.221
H 1.4616 2.9149 0.1050 0.1 0.0 0.1 0.192
H 1.4706 2.1290 -2.0170 -0.1 0.0 0.1 0.227
H -2.8426 1.4814 -0.9241 0.1 0.2 0.0 0.184
H -1.3429 -4.7655 1.2154 0.0 0.1 0.1 0.216
H -1.5800 -2.3241 1.5998 0.0 0.1 -0.2 0.239
```
Forces are in eV/Å.

***

[2]
Entry from the OMol25 dataset: the molecule C13H12O2 (the ωB97M-V functional and the def2-TZVPD basis).

## Properties
LUMO energy (alpha / beta): -0.98 / -0.51 eV
ΔE to the lowest compared entry with this formula, charge and spin: 666.0 kJ/mol

```
27
Properties=species:S:1:pos:R:3:forces:R:3:nbo_charge:R:1
O -3.5720 1.4526 -1.4248 0.9 1.5 0.0 -0.556
O -1.7434 2.8411 -1.8429 -0.2 1.0 -2.7 -0.515
C -1.0181 -1.1429 0.8897 -1.1 0.6 -2.0 0.216
C 2.2247 -0.7855 3.3271 1.7 2.5 1.6 -0.202
C -1.3635 0.9291 -0.7643 0.9 -3.1 -1.9 -0.184
C 1.7108 -1.9420 2.9729 -0.9 -4.9 0.3 -0.232
C -0.6650 2.2243 -2.6536 0.6 0.5 2.4 -0.113
C 2.0373 0.2568 2.4341 -0.1 3.0 0.2 -0.223
C -1.6728 -0.5187 -0.3093 -0.6 0.3 1.1 -0.577
C -2.4102 1.7762 -1.3305 -1.2 -0.9 1.4 0.772
C 0.2803 -1.0017 1.2717 2.7 0.1 1.2 -0.257
C 1.0376 0.2186 1.4937 -0.5 -0.5 -1.0 -0.189
C -0.5411 0.9224 -1.8351 2.3 1.2 0.1 0.120
C 0.9541 -2.1081 1.8478 -0.8 2.1 0.6 -0.110
C 0.2533 -0.2742 -2.2548 -3.3 -0.9 0.9 -0.674
H 0.8219 1.0540 0.8383 -0.1 0.2 0.4 0.223
H -1.3983 -1.2794 -1.1451 -1.3 1.1 1.4 0.239
H 0.2746 -0.9720 -1.3696 1.3 0.9 -1.2 0.251
H 1.1051 -0.0725 -2.8356 1.2 0.0 -0.4 0.238
H 0.2213 2.9487 -2.7265 -1.1 -1.2 0.7 0.219
H 0.6991 -3.0508 1.5762 -1.1 -2.7 -0.6 0.197
H 1.6938 -2.8864 3.5916 0.9 1.2 -0.5 0.222
H -2.7388 -0.4191 -0.0851 -0.1 -0.9 -0.5 0.262
H 2.7643 -0.6505 4.2693 -0.1 0.0 -0.5 0.220
H 2.5139 1.2651 2.6178 -0.4 -1.3 -0.3 0.217
H -0.9139 2.0042 -3.6733 -0.9 0.0 -0.5 0.199
H -0.5547 -0.7894 -2.8796 1.2 0.3 0.0 0.233
```
Forces are in eV/Å.

***

[3]
Entry from the OMol25 dataset: the molecule C13H12O4 (the ωB97M-V functional and the def2-TZVPD basis).

## Properties
LUMO energy: 0.28 eV
ΔE to the lowest compared entry with this formula, charge and spin: 243.2 kJ/mol

```
29
Properties=species:S:1:pos:R:3:forces:R:3:nbo_charge:R:1
O 2.4947 -0.5861 -2.0970 -0.2 0.3 -0.3 -0.665
O 2.2473 4.4666 0.1900 -1.0 -0.4 0.6 -0.679
O -2.6630 -0.7916 4.2258 0.1 0.1 0.2 -0.671
O -4.1106 -1.3826 2.6123 1.0 0.4 0.9 -0.608
C 3.3545 2.8919 -1.1964 0.3 -3.1 -1.6 -0.256
C 3.4162 1.5829 -1.8348 -0.9 2.1 1.1 -0.236
C -0.5155 -0.8558 -0.4572 1.9 1.5 0.1 -0.017
C -2.1786 -2.2343 0.7207 1.5 1.6 -1.8 -0.108
C 1.3208 2.2678 -0.0864 0.0 -0.2 -0.4 -0.215
C 2.3023 3.2020 -0.3503 1.2 0.8 -0.6 0.274
C 0.3449 0.0317 -0.4567 -1.9 -2.0 -0.4 -0.023
C -1.8027 -1.6726 2.0819 0.0 0.4 0.2 -0.556
C -2.9619 -1.2479 3.0096 -1.6 -1.2 -2.2 0.797
C -1.9595 -2.4072 -1.7762 0.1 0.3 -0.4 -0.618
C 1.3721 0.9986 -0.7046 -0.6 1.0 0.8 -0.167
C -1.5180 -1.8916 -0.4528 -1.5 0.2 2.9 -0.092
C 2.3976 0.6762 -1.5910 0.7 -0.3 0.4 0.303
H -2.9650 -2.9565 0.6080 -0.3 -0.2 0.3 0.217
H 0.5070 2.5627 0.5584 -0.1 -0.2 0.1 0.233
H 2.9743 5.0248 -0.0836 0.3 -0.2 -0.3 0.483
H -2.8799 -2.9752 -1.7204 -0.1 -0.1 0.2 0.222
H -3.5112 -0.6344 4.6960 0.5 -0.1 -0.4 0.504
H 4.1880 1.2971 -2.5278 0.3 0.1 0.0 0.228
H -1.1266 -0.8032 1.9964 -0.1 -0.5 -0.1 0.254
H 4.1722 3.5534 -1.4301 0.0 0.4 0.2 0.213
H -2.1200 -1.5438 -2.4371 0.1 -0.4 0.0 0.226
H -1.1865 -3.0444 -2.1848 0.2 -0.1 -0.4 0.218
H 1.6729 -1.0431 -1.8662 0.1 -0.1 0.0 0.492
H -1.2656 -2.4855 2.5543 0.4 0.0 0.6 0.247
```
Forces are in eV/Å.

***

[4]
Entry from the OMol25 dataset: the ion C13H13FNS with charge +1 (the ωB97M-V functional and the def2-TZVPD basis).

## Properties
LUMO energy: -4.30 eV
ΔE to the lowest compared entry with this formula, charge and spin: 149.6 kJ/mol
total charge: +1

```
29
Properties=species:S:1:pos:R:3:forces:R:3:nbo_charge:R:1
S 0.3288 1.2531 -0.1867 1.0 -1.5 0.3 0.207
F -4.0164 3.3002 3.0494 0.1 -0.6 -0.8 -0.314
N 2.6625 -2.1383 -0.9647 3.0 -1.1 -2.0 -0.416
C -3.0216 2.8460 2.2389 -0.3 0.7 0.1 0.406
C 2.0554 -2.6077 -3.2099 2.1 0.7 1.9 -0.223
C 1.2515 -1.3202 0.7315 2.1 -0.5 -0.5 -0.483
C 1.4915 -1.7154 -0.7082 -5.4 0.1 2.4 0.275
C 3.0259 -2.5415 -2.1738 -0.2 -1.7 -3.6 0.080
C 0.8095 -2.1368 -2.9514 -1.8 0.1 -0.2 -0.099
C -0.6530 2.6809 1.9439 -0.9 -2.3 -1.8 -0.179
C 0.4521 -1.8056 -1.6358 -1.0 1.2 -1.4 -0.204
C 0.2446 -0.3268 0.8615 -3.9 2.9 1.6 -0.498
C -0.9676 2.0353 0.6626 1.1 1.5 1.8 -0.236
C -2.2315 2.0319 0.1270 -0.4 -0.2 -0.2 -0.196
C -3.2499 2.4214 0.9484 -1.9 0.8 0.8 -0.268
C -1.7650 3.0283 2.7333 2.2 0.0 -0.6 -0.266
H -2.4976 1.7533 -0.8975 0.5 -0.1 0.4 0.235
H 2.2492 -2.9333 -4.1981 0.8 -0.3 -0.6 0.256
H 0.1343 -0.0388 1.9590 0.5 0.0 -1.4 0.251
H -4.2712 2.5179 0.6196 -0.2 -0.3 -0.3 0.239
H 0.4446 2.6047 2.1833 -1.5 0.7 0.3 0.241
H 2.1647 -0.8661 1.1061 0.6 -0.2 0.1 0.225
H -0.6348 -1.4829 -1.4957 2.0 -0.4 0.5 0.280
H 4.0294 -2.9168 -2.4453 -0.5 0.4 1.0 0.259
H -0.7522 -0.7622 0.6856 0.2 0.2 -0.3 0.213
H 3.2977 -2.2359 -0.2100 0.9 0.2 0.7 0.444
H -1.6883 3.5447 3.6561 0.3 0.2 0.9 0.243
H 0.9643 -2.1093 1.4255 0.3 -0.6 -0.4 0.267
H 0.1429 -2.0800 -3.8546 0.2 -0.1 1.5 0.258
```
Forces are in eV/Å.

***

no.,DFT total energy (eV)
1,-38605.706
2,-17763.389
3,-21863.738
4,-28726.885